The following is a DFT calculation (the ωB97M-V functional and the def2-TZVPD basis) of C28H36As2PdSi as an isolated structure in a non-equilibrium geometry.

Atoms and positions in Å:
C1 0.480 1.921 1.083
C2 -0.460 2.259 0.053
C3 -1.766 1.922 0.524
H1 -0.210 2.716 -0.913
C4 -1.634 1.373 1.833
C5 -0.244 1.369 2.187
H2 0.161 0.982 3.121
H3 1.562 2.030 1.010
H4 -2.705 2.066 -0.011
H5 -2.437 0.989 2.459
Pd1 -0.475 0.077 0.395
C6 -0.031 -0.116 -1.367
H6 -0.661 0.555 -1.936
H7 0.959 0.417 -1.480
H8 0.120 -1.104 -1.815
Si1 1.504 0.983 -4.147
C7 2.216 -0.688 -4.534
C8 3.136 -0.610 -5.619
H9 3.353 0.360 -6.079
C9 3.760 -1.738 -6.158
H10 4.514 -1.638 -6.951
C10 3.373 -3.020 -5.721
H11 3.783 -3.898 -6.218
C11 2.494 -3.140 -4.640
H12 2.210 -4.147 -4.292
C12 1.953 -1.985 -4.046
H13 1.296 -2.148 -3.201
C13 -0.179 1.101 -4.950
C14 -0.217 1.804 -6.174
H14 0.724 2.056 -6.669
C15 -1.418 2.246 -6.738
H15 -1.399 2.847 -7.659
C16 -2.635 1.948 -6.106
H16 -3.577 2.330 -6.524
C17 -2.625 1.154 -4.947
H17 -3.579 0.937 -4.442
C18 -1.415 0.663 -4.432
H18 -1.446 -0.039 -3.604
H19 2.448 2.162 -4.022
H20 2.283 1.756 -5.169
C19 -1.458 -3.527 5.177
As1 -1.536 -2.307 3.632
C20 -2.591 -0.937 4.549
C21 0.315 -1.514 3.838
C22 0.626 -0.884 5.048
C23 1.885 -0.272 5.201
C24 2.789 -0.254 4.134
C25 2.468 -0.880 2.923
C26 1.260 -1.555 2.781
As2 0.877 -2.449 1.042
C27 2.709 -3.018 0.499
C28 0.446 -4.232 1.803
H21 -1.905 -4.469 4.837
H22 -2.059 -3.095 5.982
H23 -0.419 -3.683 5.485
H24 -3.067 -1.406 5.415
H25 -1.960 -0.096 4.844
H26 -3.352 -0.624 3.828
H27 -0.079 -0.856 5.891
H28 2.160 0.203 6.147
H29 3.758 0.245 4.227
H30 3.157 -0.849 2.077
H31 3.398 -2.919 1.345
H32 2.652 -4.061 0.168
H33 3.025 -2.380 -0.334
H34 -0.633 -4.373 1.698
H35 0.740 -4.280 2.856
H36 0.994 -4.977 1.216

relative energy (zero: lowest compared OMol25 entry of this formula, charge and spin)	0.0	kJ/mol
E_HOMO (alpha / beta)	-5.80 / -7.77	eV
E_LUMO (alpha / beta)	0.72 / -0.69	eV
multiplicity	3

Löwdin population analysis, charges in e, atoms 1 to 6: number 1, C, carries -0.1781; number 2, C, carries -0.2068; number 3, C, carries -0.1699; number 4, H, carries 0.1179; number 5, C, carries -0.1823; number 6, C, carries -0.1892

The following is a DFT calculation (the ωB97M-V functional and the def2-TZVPD basis) of C28H36BF3FeO2 as an isolated structure in a non-equilibrium geometry.

Atoms and positions in Å:
C1 1.595 -4.177 -3.589
C2 2.021 -3.581 -2.266
C3 2.399 -4.719 -1.304
C4 3.167 -2.466 -2.336
C5 4.588 -2.996 -2.257
C6 3.023 -1.592 -3.574
O1 2.903 -1.658 -1.183
B1 1.597 -2.008 -0.790
C7 1.350 -2.376 0.747
C8 2.315 -2.054 1.703
C9 2.140 -2.469 3.027
C10 1.012 -3.193 3.378
C11 0.797 -3.598 4.820
F1 -0.531 -3.699 5.129
F2 1.366 -4.815 5.095
F3 1.345 -2.695 5.687
C12 0.072 -3.563 2.419
C13 0.242 -3.140 1.098
C14 0.574 -0.002 -0.988
C15 1.411 0.781 -0.067
C16 -0.829 -0.363 -0.712
O2 0.929 -2.837 -1.722
H1 2.442 -4.706 -4.046
H2 0.794 -4.904 -3.419
H3 1.237 -3.404 -4.275
H4 3.162 -5.362 -1.759
H5 2.776 -4.354 -0.339
H6 1.516 -5.339 -1.107
H7 4.803 -3.627 -3.131
H8 5.291 -2.156 -2.267
H9 4.759 -3.582 -1.347
H10 3.320 -2.147 -4.472
H11 1.990 -1.240 -3.689
H12 3.684 -0.725 -3.470
H13 3.218 -1.507 1.434
H14 2.896 -2.217 3.772
H15 -0.789 -4.171 2.686
H16 -0.495 -3.451 0.353
H17 0.834 0.085 -2.046
H18 2.470 0.650 -0.325
H19 1.201 1.861 -0.111
H20 1.283 0.436 0.972
H21 -1.128 -1.182 -1.379
H22 -0.949 -0.725 0.323
H23 -1.528 0.473 -0.892
C17 0.128 4.013 -0.022
C18 -0.942 3.005 -0.105
C19 -2.246 3.428 -0.410
C20 -3.496 2.644 -0.335
C21 -4.588 3.457 -0.795
C22 -4.078 4.786 -1.097
C23 -2.664 4.801 -0.820
Fe1 -3.668 4.264 0.759
C24 -2.792 5.160 2.292
C25 -3.219 3.810 2.626
C26 -4.648 3.716 2.379
C27 -5.107 5.009 1.896
C28 -3.961 5.901 1.842
H24 0.933 3.708 0.654
H25 0.565 4.231 -1.007
H26 -0.241 4.987 0.342
H27 -0.794 2.006 0.280
H28 -3.476 1.578 -0.105
H29 -5.609 3.122 -0.962
H30 -4.661 5.607 -1.520
H31 -1.947 5.594 -1.011
H32 -1.796 5.564 2.438
H33 -2.586 3.037 3.056
H34 -5.269 2.847 2.588
H35 -6.137 5.282 1.678
H36 -3.974 6.955 1.578

E_HOMO (alpha / beta)	-5.46 / -8.73	eV
E_LUMO (alpha / beta)	0.58 / -0.94	eV
multiplicity	5

Löwdin population analysis, charges in e, atoms 1 to 6: number 1, C, carries -0.0079; number 2, C, carries -0.4697; number 3, C, carries -0.0033; number 4, C, carries -0.4653; number 5, C, carries -0.0055; number 6, C, carries -0.0121

The following is a DFT calculation (the ωB97M-V functional and the def2-TZVPD basis) of C28H36CdN3OSSb2 as an isolated structure.

Atoms and positions in Å:
Cd1 -1.605 -0.126 -1.380
C1 -1.237 -1.348 3.474
Sb1 -1.407 0.668 2.727
C2 -2.741 1.270 4.319
C3 0.375 1.447 3.770
C4 1.526 0.484 3.826
C5 1.636 -0.347 4.946
C6 2.636 -1.297 5.069
C7 3.573 -1.434 4.054
C8 3.497 -0.604 2.947
C9 2.494 0.361 2.805
C10 2.491 1.213 1.569
Sb2 1.262 0.468 -0.087
C11 2.263 -1.441 -0.146
C12 2.505 1.400 -1.567
H1 -1.207 -1.333 4.565
H2 -0.326 -1.824 3.104
H3 -2.112 -1.913 3.141
H4 -2.346 0.919 5.274
H5 -3.730 0.836 4.153
H6 -2.835 2.357 4.339
H7 0.024 1.680 4.776
H8 0.627 2.381 3.265
H9 0.919 -0.225 5.751
H10 2.692 -1.917 5.956
H11 4.362 -2.174 4.128
H12 4.241 -0.696 2.161
H13 3.489 1.263 1.132
H14 2.163 2.234 1.783
H15 3.323 -1.278 -0.339
H16 1.844 -2.057 -0.944
H17 2.146 -1.951 0.812
H18 3.555 1.215 -1.333
H19 2.309 2.474 -1.585
H20 2.258 0.974 -2.539
O1 -1.939 -1.962 0.067
N1 -1.356 -3.098 -0.271
C13 -1.561 -3.658 -1.476
C14 -0.945 -4.844 -1.816
C15 -0.111 -5.474 -0.913
C16 0.077 -4.888 0.328
C17 -0.557 -3.702 0.628
H21 -2.218 -3.114 -2.131
H22 -1.122 -5.255 -2.801
H23 0.389 -6.398 -1.171
H24 0.718 -5.339 1.074
H25 -0.461 -3.179 1.569
C18 -2.639 1.762 -0.999
C19 -1.576 2.781 -1.221
C20 -1.265 3.253 -2.504
C21 -0.215 4.137 -2.715
C22 0.558 4.590 -1.649
C23 0.256 4.146 -0.369
C24 -0.790 3.254 -0.160
H26 -3.458 1.845 -1.712
H27 -3.024 1.785 0.018
H28 -1.851 2.900 -3.348
H29 0.002 4.479 -3.721
H30 1.375 5.282 -1.815
H31 0.837 4.499 0.477
H32 -1.019 2.921 0.846
S1 0.183 -1.248 -3.046
C25 -0.865 -0.490 -4.197
N2 -0.378 -0.235 -5.449
C26 -1.166 0.406 -6.425
C27 -2.439 0.767 -6.074
C28 -2.896 0.491 -4.794
N3 -2.078 -0.154 -3.858
H33 0.564 -0.514 -5.646
H34 -0.718 0.565 -7.393
H35 -3.081 1.264 -6.789
H36 -3.896 0.743 -4.467

relative energy (zero: lowest compared OMol25 entry of this formula, charge and spin)	0.0	kJ/mol
E_HOMO (alpha / beta)	-5.61 / -7.19	eV
E_LUMO (alpha / beta)	-0.09 / -0.09	eV
multiplicity	2

Löwdin population analysis, charges in e, atoms 1 to 6: number 1, Cd, carries 1.2094; number 2, C, carries -0.3407; number 3, Sb, carries 1.3061; number 4, C, carries -0.3540; number 5, C, carries -0.3175; number 6, C, carries -0.2871

The following is a DFT calculation (the ωB97M-V functional and the def2-TZVPD basis) of C28H36IN3O3Ru as an isolated structure in a non-equilibrium geometry.

Atoms and positions in Å:
Ru1 0.124 0.494 -0.848
C1 4.389 -0.983 -0.390
C2 3.461 -2.007 -0.948
N1 3.933 -3.041 -1.574
C3 3.133 -3.973 -2.092
C4 1.759 -3.895 -2.037
C5 0.910 -5.002 -2.622
O1 0.065 -4.572 -3.673
C6 1.169 -2.782 -1.386
C7 -0.239 -2.621 -1.354
N2 -0.908 -1.659 -0.773
C8 -2.293 -1.693 -0.727
C9 -3.065 -2.776 -1.195
C10 -4.442 -2.754 -1.205
C11 -5.131 -1.662 -0.703
C12 -4.413 -0.613 -0.161
C13 -3.032 -0.640 -0.172
I1 -2.064 1.031 0.791
C14 2.040 -1.820 -0.771
O2 1.618 -0.836 -0.097
H1 5.394 -1.151 -0.765
H2 4.390 -1.039 0.698
H3 4.038 0.012 -0.663
H4 3.633 -4.810 -2.565
H5 0.237 -5.386 -1.847
H6 1.552 -5.824 -2.951
H7 0.554 -4.572 -4.504
H8 -0.779 -3.381 -1.909
H9 -2.569 -3.663 -1.558
H10 -4.978 -3.600 -1.610
H11 -6.206 -1.637 -0.710
H12 -4.925 0.223 0.284
C15 -0.925 0.161 -3.392
C16 -0.980 1.476 -2.835
C17 0.370 1.955 -2.702
C18 1.248 0.912 -3.139
C19 0.443 -0.181 -3.578
C20 0.953 -1.364 -4.322
C21 2.721 1.045 -3.339
C22 0.773 3.371 -2.449
C23 -2.221 2.303 -2.717
C24 -2.097 -0.607 -3.899
H13 0.983 -1.130 -5.390
H14 0.311 -2.229 -4.191
H15 1.964 -1.621 -4.013
H16 2.917 1.448 -4.334
H17 3.226 0.084 -3.263
H18 3.152 1.730 -2.613
H19 0.911 3.891 -3.400
H20 1.716 3.413 -1.907
H21 0.013 3.905 -1.879
H22 -2.121 3.072 -1.951
H23 -3.090 1.687 -2.485
H24 -2.422 2.801 -3.669
H25 -2.285 -0.327 -4.937
H26 -3.003 -0.388 -3.334
H27 -1.919 -1.680 -3.874
C25 0.898 4.828 1.331
N3 1.258 3.688 2.155
C26 1.508 3.886 3.566
C27 1.290 2.482 1.582
C28 1.607 1.297 2.448
O3 1.066 2.365 0.366
H28 1.029 5.746 1.897
H29 -0.144 4.747 1.010
H30 1.530 4.864 0.441
H31 1.445 4.947 3.792
H32 2.506 3.540 3.842
H33 0.774 3.355 4.174
H34 2.524 1.457 3.009
H35 1.717 0.422 1.808
H36 0.795 1.120 3.153

net charge	+1
E_HOMO (alpha / beta)	-10.08 / -10.19	eV
E_LUMO (alpha / beta)	-4.34 / -3.36	eV
multiplicity	2

Löwdin population analysis, charges in e, atoms 1 to 6: number 1, Ru, carries 1.0474; number 2, C, carries -0.0172; number 3, C, carries -0.2703; number 4, N, carries 0.1234; number 5, C, carries -0.1008; number 6, C, carries -0.1543